[1]
{"formula": "C3H11N2", "method": "ωB97M-V/def2-TZVPD", "elements": ["H", "H", "C", "H", "C", "N", "H", "C", "N", "H", "H", "H", "H", "H", "H", "H"], "coordinates": [[1.492, -0.759, 1.154], [-2.948, 1.232, -0.051], [-2.877, 0.416, 0.688], [-1.529, -0.992, 1.301], [1.891, 0.141, 0.688], [0.555, -0.699, -1.293], [1.174, -0.985, -2.063], [1.022, 0.513, -0.500], [-1.833, -0.243, 0.656], [-3.663, 0.364, 1.465], [2.932, -0.009, 0.396], [-0.370, -0.632, -1.720], [0.551, -1.537, -0.702], [0.100, 0.970, -0.143], [2.004, 1.023, 1.316], [1.500, 1.197, -1.192]], "forces_ev_per_a": [[0.1824, 0.2222, 0.6096], [-0.4455, 0.0326, -0.0474], [1.0055, 1.0887, -0.8649], [0.6186, -0.0183, -0.3929], [0.6267, 0.1959, -1.0051], [0.5488, -1.0659, -0.3210], [0.2187, 0.4228, 0.0489], [-0.2359, 0.1605, 0.1068], [-1.7041, -0.5710, 1.6823], [-0.0140, -0.4186, 0.0474], [-0.1180, -0.5234, -0.2173], [0.0412, 0.3211, -0.0231], [-0.0539, 0.0844, 0.0980], [-0.0801, 0.1972, -0.0820], [-0.5787, -0.2054, 0.4710], [-0.0117, 0.0771, -0.1103]], "charge": 2, "lumo_ha": [-0.3575, -0.5118], "relative_energy_kcal_mol": 49.3, "homo_lumo_gap_ev": [10.822, 6.618], "s_squared": 0.759, "homo_ev": [-20.551, -20.545], "multiplicity": 2}

[2]
{"formula": "C3H11N2", "method": "ωB97M-V/def2-TZVPD", "elements": ["H", "N", "C", "H", "H", "H", "H", "H", "C", "H", "H", "H", "C", "H", "N", "H"], "coordinates": [[2.574, -0.176, -0.233], [-0.149, 0.820, 0.660], [-2.201, -1.804, -0.934], [-0.886, 0.734, 1.367], [3.235, 1.225, 0.466], [1.804, 1.362, -0.714], [-1.988, -2.682, -1.587], [-0.388, 0.193, -0.151], [2.294, 0.828, 0.102], [-1.076, -0.735, -2.126], [1.376, -0.169, 1.815], [1.394, 1.591, 1.876], [1.236, 0.734, 1.224], [-0.267, 1.778, 0.305], [-1.424, -0.841, -1.151], [-3.098, -1.768, -0.298]], "forces_ev_per_a": [[-0.2861, 0.0653, -0.2160], [-0.6647, 0.7320, -0.4610], [-0.2354, 0.6703, -0.4964], [0.1863, -0.2288, 0.1688], [-0.2102, 0.6435, -0.0954], [0.8350, 0.3775, -0.2139], [-0.1000, -0.3286, 0.4101], [0.8845, 0.6660, 1.3920], [-0.9719, -1.2028, 0.2096], [0.4391, 0.7432, 0.2062], [-0.4391, -0.0325, -0.0192], [-0.5681, 0.0186, 0.1413], [1.8949, -0.0844, 0.0958], [0.0563, -0.0497, -0.0651], [-1.0233, -1.8027, -1.3459], [0.2027, -0.1870, 0.2890]], "charge": 2, "lumo_ha": [-0.4041, -0.5271], "relative_energy_kcal_mol": 63.6, "homo_lumo_gap_ev": [9.011, 5.657], "s_squared": 0.757, "homo_ev": [-20.008, -20.000], "multiplicity": 2}

[3]
{"formula": "C3H11N2O", "method": "ωB97M-V/def2-TZVPD", "elements": ["C", "H", "H", "C", "N", "H", "H", "H", "C", "H", "H", "O", "H", "H", "N", "H", "H"], "coordinates": [[-1.693, 2.015, 1.195], [0.594, -0.603, -0.667], [-0.395, -2.434, -1.479], [0.648, -2.374, -1.779], [0.371, 1.067, 1.964], [0.141, 1.459, 2.866], [2.158, -0.952, -1.173], [-2.123, 2.085, 2.190], [-0.543, 1.110, 0.986], [-2.530, 1.805, 0.529], [1.096, 0.416, 2.007], [-0.409, 0.486, -0.078], [-1.440, 3.062, 1.001], [1.108, -3.117, -1.141], [1.176, -1.043, -1.435], [1.048, -0.342, -2.166], [0.792, -2.642, -2.820]], "forces_ev_per_a": [[-1.3032, 1.1917, -0.0618], [0.0342, 0.2263, 0.1824], [-0.1457, 0.3961, -0.4278], [-0.1366, -0.9212, 0.4333], [-1.1828, 0.9466, 0.8435], [-0.0555, 0.1683, -0.1787], [0.0099, -0.6245, -0.0606], [0.3260, -0.5410, 0.3437], [0.2599, -0.2106, -0.3369], [0.3016, -0.3012, -0.1278], [1.1418, -1.0861, -0.3962], [0.0387, -0.0692, 0.3807], [0.4297, -0.1532, -0.2582], [0.4768, -0.0735, -0.0418], [-0.0949, 1.1137, 0.0258], [-0.1255, -0.2477, -0.3246], [0.0256, 0.1856, 0.0049]], "charge": 1, "lumo_ha": -0.1148, "relative_energy_kcal_mol": 4.8, "homo_lumo_gap_ev": 11.439, "homo_ev": -14.561, "multiplicity": 1}

[4]
{"formula": "C3H11N2O", "method": "ωB97M-V/def2-TZVPD", "elements": ["H", "H", "H", "C", "C", "N", "H", "N", "O", "H", "H", "H", "C", "H", "H", "H", "H"], "coordinates": [[1.258, 1.847, 1.433], [-1.174, -1.050, -2.174], [-1.690, 0.519, -2.840], [1.460, -0.115, 0.830], [1.498, 0.918, 1.936], [2.434, -1.017, 0.732], [-2.867, -0.787, -2.351], [-2.055, 0.220, -0.736], [0.468, -0.150, 0.093], [-1.125, 0.513, -0.394], [2.453, 1.115, 2.408], [0.750, 0.597, 2.653], [-1.934, -0.274, -2.148], [3.273, -0.992, 1.282], [-2.771, 0.940, -0.659], [2.337, -1.743, 0.047], [-2.314, -0.543, -0.112]], "forces_ev_per_a": [[-0.5473, 0.2249, 0.2542], [0.2560, 0.2342, 0.1197], [-0.1639, 0.1830, 0.0810], [-0.1437, 0.2037, 0.6472], [0.4678, 0.0106, -0.8765], [0.0865, 0.0167, -0.0581], [-0.2113, 0.2930, -0.5036], [0.1762, -0.1210, -0.3638], [-0.1719, -0.1196, -0.3253], [0.3286, 0.1893, 0.2631], [0.1911, -0.5163, 0.1593], [-0.1058, 0.3395, 0.1983], [-0.2344, -0.9832, 0.4615], [-0.0713, 0.0980, 0.1211], [0.1553, 0.1788, 0.0807], [0.0632, -0.1482, -0.2143], [-0.0751, -0.0835, -0.0444]], "charge": 1, "lumo_ha": -0.1136, "relative_energy_kcal_mol": 0.7, "homo_lumo_gap_ev": 11.012, "homo_ev": -14.104, "multiplicity": 1}

[5]
{"formula": "C3H11N2O", "method": "ωB97M-V/def2-TZVPD", "elements": ["H", "H", "H", "C", "C", "N", "H", "H", "N", "H", "H", "H", "C", "H", "H", "H", "O"], "coordinates": [[2.215, 0.389, 0.143], [0.413, -0.975, 1.938], [0.225, 0.361, -2.165], [0.238, 0.212, 0.056], [1.419, 1.094, 0.104], [-0.132, -0.243, -1.386], [-2.108, -0.359, 1.224], [1.397, 1.928, -0.711], [-2.064, 0.009, 0.235], [1.516, -1.422, 0.622], [-0.439, -1.737, 0.509], [1.492, 1.607, 1.037], [0.422, -1.046, 0.847], [0.237, -1.184, -1.648], [-1.138, -0.321, -1.302], [-2.775, 0.752, 0.106], [-0.917, 0.935, 0.391]], "forces_ev_per_a": [[1.3797, 0.1885, -0.8393], [-0.2819, 0.5608, -0.2308], [-0.7467, -0.0916, 1.0772], [-1.2666, 0.4777, 0.0509], [-0.1908, 1.7805, -1.6468], [2.7959, -0.7181, -1.4656], [-0.7090, 0.3693, -1.4387], [0.4380, -1.7443, 1.2612], [0.3204, 1.6174, 1.7656], [-2.4236, 0.0581, 0.1527], [1.8218, 0.3991, 0.7832], [-0.3852, 0.3537, 0.7802], [0.7607, -2.2650, -0.7553], [-0.3032, 0.6715, 0.5625], [-1.0265, -0.0674, -0.3392], [-0.0183, -1.0156, 0.3596], [-0.1649, -0.5747, -0.0773]], "charge": 1, "lumo_ha": -0.1192, "relative_energy_kcal_mol": 75.7, "homo_lumo_gap_ev": 11.992, "smiles": "CC(C)([NH3+])ON", "homo_ev": -15.237, "multiplicity": 1}

[6]
{"formula": "C3H11N2O", "method": "ωB97M-V/def2-TZVPD", "elements": ["H", "O", "N", "N", "C", "C", "H", "H", "H", "H", "H", "H", "H", "H", "H", "H", "C"], "coordinates": [[1.927, 0.322, 1.714], [2.104, -0.354, -1.437], [-0.810, -0.132, 0.112], [2.175, -0.166, 0.865], [-1.394, -0.145, -1.243], [-1.445, 0.533, 1.241], [-0.743, -0.697, -1.926], [-0.578, -1.071, 0.320], [2.180, -1.326, -1.322], [-1.639, 1.578, 0.968], [1.484, 1.473, -0.540], [-0.893, 0.355, 2.050], [-2.460, 0.174, 1.436], [2.244, -1.170, 1.020], [-1.447, 0.895, -1.651], [-2.478, -0.584, -1.275], [1.773, 0.315, -0.332]], "forces_ev_per_a": [[-0.0544, 0.3527, -0.1479], [-1.4353, 0.6161, 1.2393], [1.0028, 0.3696, -1.5241], [-1.2168, 0.6187, -1.1939], [-1.9791, 0.6751, 0.1693], [-3.2030, 0.6840, -4.1121], [-0.1786, -0.1197, 0.2435], [0.0148, -1.0030, 0.5861], [0.2173, 0.5316, 0.0748], [0.6537, -0.0124, 0.4276], [0.7486, -3.1829, 0.8257], [2.2625, -0.1280, 3.3956], [-0.0446, -0.4019, 0.0296], [0.3313, 0.1971, -0.3414], [-0.0704, -0.7289, 0.4336], [1.8923, 0.6731, 0.0186], [1.0589, 0.8586, -0.1244]], "charge": 1, "lumo_ha": -0.1636, "relative_energy_kcal_mol": 66.8, "homo_lumo_gap_ev": 8.582, "homo_ev": -13.033, "multiplicity": 1}

[7]
{"formula": "C3H11N2O", "method": "ωB97M-V/def2-TZVPD", "elements": ["C", "H", "H", "H", "H", "H", "C", "H", "H", "H", "N", "C", "N", "H", "O", "H", "H"], "coordinates": [[2.332, -0.544, 0.288], [1.359, 1.355, 0.233], [2.918, -0.816, -0.594], [-1.471, 0.249, -2.207], [1.369, -0.920, 0.060], [-2.900, -1.313, 0.248], [-1.180, -0.506, -1.528], [2.877, -0.912, 1.138], [-2.267, -0.430, 1.589], [2.906, 1.423, -0.312], [-2.319, -0.567, 0.593], [-1.256, -0.078, -0.099], [2.311, 0.982, 0.387], [-0.136, -0.716, -1.795], [-0.558, 0.774, 0.446], [-1.674, -1.457, -1.696], [2.583, 1.108, 1.355]], "forces_ev_per_a": [[1.3993, 0.7019, -1.7152], [-0.4364, -0.3918, 0.3161], [0.1397, 0.1908, 0.1405], [-0.7236, 0.8563, -0.5696], [-1.0090, -0.2527, 0.6711], [0.0761, 0.0235, -0.0552], [1.6460, -1.3125, 0.3088], [-0.4030, -0.3768, 0.4188], [-0.3378, 0.1308, 0.0832], [0.4111, 0.0530, 0.4803], [0.7516, -0.2704, -0.0418], [-1.8847, 0.4435, 0.5212], [-0.6033, -1.1705, -0.1050], [0.0003, 0.1571, 0.1728], [1.2296, -0.0961, -0.4021], [-0.4534, 0.1637, -0.1160], [0.1975, 1.1502, -0.1081]], "charge": 1, "lumo_ha": -0.1220, "relative_energy_kcal_mol": 13.3, "homo_lumo_gap_ev": 10.686, "homo_ev": -14.007, "multiplicity": 1}

Please write out number 3 again, unchanged.
{"formula": "C3H11N2O", "method": "ωB97M-V/def2-TZVPD", "elements": ["C", "H", "H", "C", "N", "H", "H", "H", "C", "H", "H", "O", "H", "H", "N", "H", "H"], "coordinates": [[-1.693, 2.015, 1.195], [0.594, -0.603, -0.667], [-0.395, -2.434, -1.479], [0.648, -2.374, -1.779], [0.371, 1.067, 1.964], [0.141, 1.459, 2.866], [2.158, -0.952, -1.173], [-2.123, 2.085, 2.190], [-0.543, 1.110, 0.986], [-2.530, 1.805, 0.529], [1.096, 0.416, 2.007], [-0.409, 0.486, -0.078], [-1.440, 3.062, 1.001], [1.108, -3.117, -1.141], [1.176, -1.043, -1.435], [1.048, -0.342, -2.166], [0.792, -2.642, -2.820]], "forces_ev_per_a": [[-1.3032, 1.1917, -0.0618], [0.0342, 0.2263, 0.1824], [-0.1457, 0.3961, -0.4278], [-0.1366, -0.9212, 0.4333], [-1.1828, 0.9466, 0.8435], [-0.0555, 0.1683, -0.1787], [0.0099, -0.6245, -0.0606], [0.3260, -0.5410, 0.3437], [0.2599, -0.2106, -0.3369], [0.3016, -0.3012, -0.1278], [1.1418, -1.0861, -0.3962], [0.0387, -0.0692, 0.3807], [0.4297, -0.1532, -0.2582], [0.4768, -0.0735, -0.0418], [-0.0949, 1.1137, 0.0258], [-0.1255, -0.2477, -0.3246], [0.0256, 0.1856, 0.0049]], "charge": 1, "lumo_ha": -0.1148, "relative_energy_kcal_mol": 4.8, "homo_lumo_gap_ev": 11.439, "homo_ev": -14.561, "multiplicity": 1}

Copy entry 2 word for word.
{"formula": "C3H11N2", "method": "ωB97M-V/def2-TZVPD", "elements": ["H", "N", "C", "H", "H", "H", "H", "H", "C", "H", "H", "H", "C", "H", "N", "H"], "coordinates": [[2.574, -0.176, -0.233], [-0.149, 0.820, 0.660], [-2.201, -1.804, -0.934], [-0.886, 0.734, 1.367], [3.235, 1.225, 0.466], [1.804, 1.362, -0.714], [-1.988, -2.682, -1.587], [-0.388, 0.193, -0.151], [2.294, 0.828, 0.102], [-1.076, -0.735, -2.126], [1.376, -0.169, 1.815], [1.394, 1.591, 1.876], [1.236, 0.734, 1.224], [-0.267, 1.778, 0.305], [-1.424, -0.841, -1.151], [-3.098, -1.768, -0.298]], "forces_ev_per_a": [[-0.2861, 0.0653, -0.2160], [-0.6647, 0.7320, -0.4610], [-0.2354, 0.6703, -0.4964], [0.1863, -0.2288, 0.1688], [-0.2102, 0.6435, -0.0954], [0.8350, 0.3775, -0.2139], [-0.1000, -0.3286, 0.4101], [0.8845, 0.6660, 1.3920], [-0.9719, -1.2028, 0.2096], [0.4391, 0.7432, 0.2062], [-0.4391, -0.0325, -0.0192], [-0.5681, 0.0186, 0.1413], [1.8949, -0.0844, 0.0958], [0.0563, -0.0497, -0.0651], [-1.0233, -1.8027, -1.3459], [0.2027, -0.1870, 0.2890]], "charge": 2, "lumo_ha": [-0.4041, -0.5271], "relative_energy_kcal_mol": 63.6, "homo_lumo_gap_ev": [9.011, 5.657], "s_squared": 0.757, "homo_ev": [-20.008, -20.000], "multiplicity": 2}

- Which formula does entry 4 have?
  C3H11N2O